# 1
Computed, not measured: C3H3N3 in the gas phase in a non-equilibrium geometry, with wB97M-V/def2-TZVPD.

## Properties
- Net charge: 0
- Calculated total energy: -7625.732 eV
- Highest occupied orbital energy: -8.495 eV

Atoms and positions in Å:
C (-0.040, -1.691, -0.074)
C (-0.576, 0.643, 0.270)
C (-0.518, 1.951, 0.407)
N (-0.582, -0.576, 0.456)
N (0.942, -1.629, -0.882)
N (1.860, -1.369, -1.508)
H (-0.303, -2.523, 0.426)
H (-1.103, 2.808, -0.130)
H (0.319, 2.385, 1.036)

Force components x, y, z for each atom (eV/Å):
C -0.3464 1.5974 -0.3100
C 0.3089 -0.7206 0.3998
C 0.3676 2.2970 -0.3813
N -1.1541 2.9166 0.2647
N 2.6600 0.7154 -1.2471
N -1.1512 -0.5054 0.2728
H -0.4701 -3.1772 0.8391
H 0.8260 -2.2987 0.8575
H -1.0407 -0.8246 -0.6956

Here are the Mulliken charges for atoms 1 to 2, given in e: C -0.04; C 0.63

***

# 2
Computed, not measured: C3H3N3 in the gas phase in a non-equilibrium geometry, with wB97M-V/def2-TZVPD.

## Properties
- Net charge: 0
- Calculated total energy: -7628.357 eV
- SMILES: c1cnncn1
- Highest occupied orbital energy: -9.722 eV

Atoms and positions in Å:
C (-0.860, -0.465, -0.480)
C (-0.889, 0.810, 0.056)
C (1.282, -0.550, 0.182)
H (-1.722, -0.993, -0.930)
H (-1.797, 1.431, 0.041)
H (2.204, -1.115, 0.303)
N (0.193, 1.377, 0.562)
N (1.336, 0.683, 0.662)
N (0.253, -1.178, -0.395)

Force components x, y, z for each atom (eV/Å):
C -0.0201 -1.2850 0.0020
C -0.3830 0.7880 -0.2172
C 0.6673 -0.4739 0.2166
H 0.4222 0.6699 0.2623
H 0.4933 -0.3076 0.0147
H -0.1621 0.0044 -0.1286
N 0.4046 0.1400 0.4817
N -1.3839 0.0975 -0.5781
N -0.0384 0.3668 -0.0533

Here are the Mulliken charges for atoms 1 to 2, given in e: C 0.07; C -0.16

***

# 3
Computed, not measured: C3H3N3O in the gas phase in a non-equilibrium geometry, with wB97M-V/def2-TZVPD.

## Properties
- Net charge: 0
- Calculated total energy: -9674.854 eV
- SMILES: O=Cn1cncn1
- Highest occupied orbital energy: -11.027 eV

Atoms and positions in Å:
O (2.451, -0.726, 0.295)
C (1.390, -0.344, -0.017)
N (0.347, 0.622, 0.863)
C (-0.339, 1.200, -0.192)
N (-1.243, 0.415, -0.711)
C (-1.209, -0.667, 0.147)
N (-0.353, -0.570, 1.126)
H (0.780, -0.522, -0.922)
H (-0.049, 2.167, -0.589)
H (-1.775, -1.577, 0.000)

Force components x, y, z for each atom (eV/Å):
O -0.8915 0.7062 0.0823
C 0.6619 -0.1081 0.2217
N 0.3923 -0.0937 -0.2822
C 0.0258 -0.0964 -0.1591
N -0.2806 0.3036 0.4169
C -0.1003 -0.1083 0.0880
N 0.0708 -0.3888 -0.4367
H 0.4333 -0.2945 0.0083
H -0.0279 -0.1936 0.0275
H -0.2837 0.2736 0.0333

Here are the Mulliken charges for atoms 1 to 2, given in e: O -0.36; C 0.21

***

# 4
Computed, not measured: C3H3N3O in the gas phase in a non-equilibrium geometry, with wB97M-V/def2-TZVPD.

## Properties
- Net charge: 0
- Calculated total energy: -9676.035 eV
- SMILES: O=Cn1cncn1
- Highest occupied orbital energy: -10.689 eV

Atoms and positions in Å:
C (0.444, -1.364, 0.850)
C (0.262, -0.095, -1.324)
C (-0.736, 1.512, -0.495)
H (0.767, -2.110, 0.176)
H (0.570, -0.859, -2.085)
H (-1.227, 2.507, -0.286)
N (0.148, -0.324, -0.024)
N (-0.314, 1.056, -1.682)
N (-0.356, 0.801, 0.517)
O (0.466, -1.324, 2.040)

Force components x, y, z for each atom (eV/Å):
C 1.1720 0.2188 -0.0935
C -0.7176 -1.0301 -3.8371
C 0.1577 2.5365 1.3120
H 0.5158 -2.2303 -0.1274
H -0.0224 0.8978 1.0878
H 0.5996 -1.3475 -0.6478
N -0.3854 2.6693 1.7543
N 0.7453 -1.7073 -0.5360
N -1.6457 0.0621 1.6473
O -0.4193 -0.0695 -0.5596

Here are the Mulliken charges for atoms 1 to 2, given in e: C 0.09; C 0.06

***

# 5
Computed, not measured: C3H3N3O in the gas phase in a non-equilibrium geometry, with wB97M-V/def2-TZVPD.

## Properties
- Net charge: 0
- Calculated total energy: -9672.384 eV
- Highest occupied orbital energy (alpha / beta): -7.803 / -7.593 eV

Atoms and positions in Å:
C (1.263, -0.261, -0.338)
C (0.722, -0.911, 0.678)
C (-1.348, 1.012, 0.030)
N (0.699, 0.632, -1.199)
N (0.201, -1.723, 1.416)
N (-0.583, 0.910, -1.064)
O (-2.430, 0.673, 0.375)
H (2.327, -0.370, -0.499)
H (0.013, -1.538, 2.394)
H (-0.865, 1.576, -1.792)

Force components x, y, z for each atom (eV/Å):
C 0.4206 0.8429 -0.7626
C -0.9687 -0.3815 0.9376
C -0.5625 -0.4776 2.8584
N 0.7927 -0.2063 -0.1265
N 0.1290 -0.3233 -0.3202
N -0.1388 0.3135 -2.1713
O 0.3280 0.2946 -0.7491
H 0.0212 -0.0792 0.1024
H 0.0379 0.3305 0.0494
H -0.0594 -0.3135 0.1817

Here are the Mulliken charges for atoms 1 to 2, given in e: C -0.17; C 0.34

***

# 6
Computed, not measured: C3H3N3O in the gas phase in a non-equilibrium geometry, with wB97M-V/def2-TZVPD.

## Properties
- Net charge: 0
- Calculated total energy: -9675.369 eV
- SMILES: N=C=N/C=N/C=O
- Highest occupied orbital energy: -10.074 eV

Atoms and positions in Å:
O (2.756, 0.825, 0.076)
C (2.043, -0.145, 0.191)
N (0.651, -0.174, 0.073)
C (0.041, 0.868, -0.361)
N (-1.340, 0.844, -0.436)
C (-1.810, -0.225, -0.037)
N (-2.127, -1.318, 0.383)
H (2.413, -1.156, 0.442)
H (0.516, 1.786, -0.704)
H (-3.143, -1.305, 0.373)

Force components x, y, z for each atom (eV/Å):
O -0.1806 -0.3973 0.0568
C 0.2591 0.2463 -0.0108
N -0.1581 0.2939 -0.0612
C 0.3113 -0.0134 -0.0613
N 0.1348 0.0005 -0.0408
C 0.9313 -0.4106 0.2466
N -0.9972 1.0867 -0.5213
H 0.2225 0.2839 -0.0916
H 0.0103 -0.0970 0.0713
H -0.5333 -0.9930 0.4123

Here are the Mulliken charges for atoms 1 to 2, given in e: O -0.50; C 0.12

***

# 7
Computed, not measured: a 2-piece molecular cluster, C3H3N3O overall in a non-equilibrium geometry, with wB97M-V/def2-TZVPD.

## Properties
- Net charge: 0
- Calculated total energy: -9673.084 eV
- Highest occupied orbital energy: -8.141 eV

Atoms and positions in Å:
N (1.721, -0.661, 0.848)
C (1.078, -0.416, -0.167)
N (-0.816, 0.733, -1.140)
N (-1.460, 1.095, -2.102)
O (-1.488, -0.706, 3.018)
C (-1.301, -0.081, 2.091)
C (0.293, -0.217, -1.200)
H (2.558, -0.092, 0.978)
H (-1.012, 1.042, -0.166)
H (0.427, -0.696, -2.161)

Force components x, y, z for each atom (eV/Å):
N -0.2882 0.1230 -0.5601
C 0.2018 -0.0475 0.3391
N -0.2092 0.1507 -0.2111
N 0.2218 -0.1239 0.4277
O 0.2354 0.7386 -1.0978
C -0.2807 -0.7589 1.1594
C 0.1480 -0.1258 0.0159
H -0.0564 -0.0125 0.0013
H 0.0191 0.0158 -0.2181
H 0.0083 0.0405 0.1438

Here are the Mulliken charges for atoms 1 to 2, given in e: N -0.49; C 0.50

***

# 8
Computed, not measured: C3H3N3O in the gas phase in a non-equilibrium geometry, with wB97M-V/def2-TZVPD.

## Properties
- Net charge: 0
- Calculated total energy: -9675.828 eV
- SMILES: O=Cn1cncn1
- Highest occupied orbital energy: -10.852 eV

Atoms and positions in Å:
O (2.534, 0.670, 0.048)
C (1.832, -0.296, 0.227)
N (0.344, -0.279, 0.103)
C (-0.202, 0.881, -0.316)
N (-1.504, 0.889, -0.401)
C (-1.873, -0.380, 0.004)
N (-0.905, -1.210, 0.340)
H (2.267, -1.262, 0.489)
H (0.420, 1.738, -0.569)
H (-2.914, -0.751, 0.075)

Force components x, y, z for each atom (eV/Å):
O -1.5634 -0.9158 0.0688
C -0.4845 -0.2058 0.0959
N -1.1211 0.0999 -0.0025
C -0.3309 0.3806 -0.1747
N -0.2716 -0.4199 0.1287
C 1.3844 -0.4992 0.2854
N 2.1468 1.6387 -0.4334
H -0.4347 -0.2321 0.0535
H -0.1594 -0.2918 0.1065
H 0.8344 0.4454 -0.1284

Here are the Mulliken charges for atoms 1 to 2, given in e: O -0.44; C 0.10

***

# 9
Computed, not measured: C3H3N3O in the gas phase, with wB97M-V/def2-TZVPD.

## Properties
- Net charge: 0
- Calculated total energy: -9676.354 eV
- SMILES: Oc1cnncn1
- Highest occupied orbital energy: -9.774 eV

Atoms and positions in Å:
O (2.070, -0.301, 0.307)
C (0.767, -0.066, 0.162)
C (0.265, 1.246, 0.042)
N (-1.012, 1.447, -0.211)
N (-1.830, 0.398, -0.358)
C (-1.312, -0.805, -0.179)
N (-0.039, -1.100, 0.104)
H (2.154, -1.271, 0.296)
H (0.907, 2.115, 0.143)
H (-1.963, -1.665, -0.300)

Force components x, y, z for each atom (eV/Å):
O 0.0578 -0.0826 0.0813
C -0.3132 -0.0363 -0.0894
C -0.0634 -0.0787 -0.0245
N 0.2196 -0.1989 0.0510
N 0.2089 -0.1469 0.1184
C -0.0073 -0.0127 -0.0434
N 0.0379 0.2111 -0.2103
H 0.1483 0.2204 0.0868
H -0.1158 -0.1204 -0.0315
H -0.1728 0.2451 0.0616

Here are the Mulliken charges for atoms 1 to 2, given in e: O -0.48; C 0.89

***

# 10
Computed, not measured: a 2-piece molecular cluster, C3H3N3O overall in a non-equilibrium geometry, with wB97M-V/def2-TZVPD.

## Properties
- Net charge: 0
- Calculated total energy: -9676.580 eV
- SMILES: N=C=CC=O.N#N
- Highest occupied orbital energy: -9.612 eV

Atoms and positions in Å:
N (-1.693, 0.725, 0.936)
C (-1.095, 0.781, -0.114)
N (0.952, -1.250, 2.456)
N (1.973, -0.980, 2.147)
O (0.683, -1.217, -0.358)
C (0.717, -0.290, -1.144)
C (-0.256, 0.807, -1.143)
H (-2.487, 0.106, 1.057)
H (1.504, -0.241, -1.918)
H (-0.298, 1.560, -1.920)

Force components x, y, z for each atom (eV/Å):
N 0.4423 0.0590 -0.6097
C -0.2800 -0.0490 0.5649
N 1.7838 0.4624 -0.4108
N -1.7237 -0.4591 0.6439
O 0.0818 0.2437 -0.4748
C 0.0057 -0.2757 0.1417
C -0.1020 -0.0232 0.1091
H -0.0976 0.1056 -0.1161
H -0.0732 0.0600 0.0170
H -0.0370 -0.1236 0.1348

Here are the Mulliken charges for atoms 1 to 2, given in e: N -0.39; C 0.48